A 2-piece molecular cluster, C3H6N3 overall, computed with ωB97M-V/def2-TZVPD.

Positions of all 12 atoms, in Å:
C  1.8464  1.4040  0.2388
C  -0.5176  -1.1515  -0.0023
C  -1.3899  0.0898  0.1111
N  -1.5581  1.2756  -0.1168
N  1.3186  0.3619  0.0338
N  0.9846  -0.9518  0.0045
H  2.2886  2.3808  0.2839
H  -0.6571  -1.2158  1.0583
H  -1.0738  -1.9754  -0.3834
H  -2.3192  -0.3637  0.1774
H  -0.4079  1.7544  -0.8111
H  1.4854  -1.6083  -0.5942

Summary:
energy relative to the best compared isomer or geometry (same formula, charge and spin)	167.1	kcal/mol
LUMO level	-5.37	eV
maximum force	7.9	eV/A
charge	+1
orbital gap	8.55	eV

Here are the natural (NBO) charges for atoms 1 to 2, given in e: atom 1 (C): 0.391, atom 2 (C): -0.319